Density functional theory data (ωB97M-V/def2-TZVPD) for a structure of composition C23H41AuN5S2Si3.

```
! wB97M-V def2-TZVPD RIJCOSX def2/J DEFGRID3
* xyz 1 1
Au -0.31157 0.42107 0.24805
C 2.12226 -0.82372 3.06694
Si 2.77868 -0.71818 1.32466
C 2.84075 -2.41616 0.57983
C 4.55003 -0.11275 1.44668
C 1.82214 0.54000 0.21375
Si 1.95891 0.23144 -1.67969
C 1.26911 1.64777 -2.68256
C 1.04611 -1.30789 -2.20988
C 3.77563 0.06288 -2.05700
Si 2.14843 2.28873 0.79338
C 3.72521 3.03128 0.14691
C 2.02829 2.48737 2.63349
C 0.72192 3.28517 0.08568
C 0.73456 4.62993 -0.25676
C -0.43160 5.24148 -0.67830
C -1.60073 4.50077 -0.72055
C -1.55807 3.16625 -0.37925
N -0.41759 2.57279 -0.00785
H 2.22140 -1.85391 3.41097
H 1.07751 -0.55921 3.15539
H 2.69599 -0.18854 3.73915
H 3.43259 -3.04795 1.24603
H 3.30864 -2.44390 -0.40210
H 1.84964 -2.84792 0.51294
H 5.12220 -0.86684 1.99028
H 4.64476 0.82034 1.99839
H 5.02305 0.02020 0.47686
H 0.19049 1.74607 -2.56228
H 1.46343 1.45256 -3.73772
H 1.71945 2.60926 -2.43912
H -0.02990 -1.25064 -2.04823
H 1.40294 -2.19913 -1.69941
H 1.19930 -1.44629 -3.28205
H 4.34715 0.93124 -1.73651
H 3.88977 -0.03353 -3.13865
H 4.21728 -0.81504 -1.59408
H 4.58214 2.40617 0.37994
H 3.89224 4.00056 0.62087
H 3.70377 3.17829 -0.93241
H 2.86273 2.02565 3.15521
H 1.11002 2.04980 3.02264
H 2.03130 3.55147 2.87702
H 1.65336 5.19170 -0.18626
H -0.43505 6.28455 -0.96302
H -2.53777 4.94319 -1.02312
H -2.43672 2.54440 -0.41284
S -2.32122 0.18879 -1.33727
C -3.84780 0.31627 -0.55719
N -4.86466 0.89548 -1.20191
C -6.21612 1.00471 -0.66041
C -6.44799 -0.12215 0.33164
C -5.32264 -0.14180 1.35145
N -4.04474 -0.17954 0.65272
H -4.65146 1.25502 -2.12017
H -6.91651 0.95377 -1.49307
H -6.34344 1.97639 -0.17317
H -6.47493 -1.07645 -0.19760
H -7.40582 0.01614 0.83150
H -5.37624 -1.02715 1.98230
H -5.36747 0.73566 2.00175
H -3.24072 -0.66389 1.06420
C 0.82731 -5.70053 -0.27716
C -0.34649 -4.79431 -0.08157
C -1.61456 -5.13832 -0.53700
C -2.63112 -4.23781 -0.32505
N -2.43353 -3.07268 0.29969
C -1.18853 -2.84959 0.69260
S -0.97557 -1.31934 1.61587
N -0.13698 -3.63417 0.54137
H 0.56472 -6.72933 -0.03922
H 1.65838 -5.38470 0.34811
H 1.14901 -5.67573 -1.31920
H -1.79605 -6.08320 -1.02627
H -3.63897 -4.44242 -0.66236
*
```

Summary:
Total energy   -80961.290 eV
LUMO level (alpha / beta)   -4.3007 / -4.3003 eV
Energy relative to the best compared isomer or geometry (same formula, charge and spin)   1.0153 eV
M   732.98 g mol⁻¹
HOMO energy (alpha / beta)   -10.7734 / -10.7738 eV

Atomic charges from the Mulliken analysis, expressed in e, are listed below:
1 Au 0.8233
2 C -1.1494
3 Si 0.0335
4 C 0.0193
5 C -1.1743
6 C 0.5919
7 Si 0.1553
8 C -0.9646
9 C -0.7151
10 C -1.0503
11 Si -0.5682
12 C -1.1246
13 C -1.1034
14 C 0.6219
15 C -0.7498
16 C -0.4156
17 C -0.8278
18 C 0.2828
19 N -0.2278
20 H 0.4202
21 H 0.3011
22 H 0.4189
23 H 0.5309
24 H 0.4086
25 H -0.6907
26 H 0.4279
27 H 0.3200
28 H 0.3305
29 H 0.2079
30 H 0.4932
31 H 0.2732
32 H 0.2299
33 H 0.1065
34 H 0.4867
35 H 0.2722
36 H 0.4520
37 H 0.3146
38 H 0.3970
39 H 0.4591
40 H 0.3595
41 H 0.3350
42 H 0.2870
43 H 0.4408
44 H 0.4190
45 H 0.4655
46 H 0.4456
47 H -0.0114
48 S -0.5708
49 C 0.5180
50 N -0.1081
51 C -0.5948
52 C -0.6332
53 C -0.6240
54 N 0.0599
55 H 0.2657
56 H 0.3693
57 H 0.2851
58 H 0.3015
59 H 0.3601
60 H 0.3686
61 H 0.2958
62 H -0.1792
63 C -1.4432
64 C 0.9675
65 C -0.7612
66 C -0.3227
67 N -0.2450
68 C 0.3049
69 S -0.6817
70 N -0.2034
71 H 0.4752
72 H 0.2825
73 H 0.3000
74 H 0.4331
75 H 0.4222


Density functional theory data (ωB97M-V/def2-TZVPD) for a structure of composition C23H41CdFO12P in a non-equilibrium geometry.

```
! wB97M-V def2-TZVPD RIJCOSX def2/J DEFGRID3
* xyz 1 1
Cd 1.44112 0.90731 -1.73771
F 1.02750 -0.84807 -0.88458
C 0.55399 -3.95303 4.02641
C 1.45333 -3.62731 2.98677
C 1.00871 -2.87244 1.94776
C -0.31920 -2.51251 1.79004
C -1.21006 -2.86805 2.88255
C -0.74409 -3.54454 4.02009
O -1.53247 -3.90097 5.07633
O 1.89005 -2.62786 0.90676
H 0.87898 -4.42615 4.94126
H 2.51873 -3.77998 3.07624
H -0.84689 -2.20051 0.90088
H -2.25130 -2.58338 2.84818
H -2.36772 -3.46099 4.90201
H 1.55887 -1.93958 0.32522
C -2.37308 4.02543 0.05461
C -1.73979 3.38711 -0.98941
C -1.39070 2.03582 -0.95201
C -1.78038 1.28560 0.12792
C -2.38529 1.93141 1.22491
C -2.69618 3.30463 1.19734
O -3.24205 3.95311 2.27091
O -0.72204 1.39784 -1.96221
H -2.47349 5.09924 0.11165
H -1.36909 3.97056 -1.81921
H -1.51364 0.24176 0.20299
H -2.51332 1.42314 2.16919
H -3.52820 3.31112 2.92480
H -1.12368 1.75715 -2.75668
C 1.14905 4.63176 2.90593
O 0.87252 3.71609 1.83190
P 2.04509 2.64568 1.29962
O 1.77542 1.97027 0.01107
O 3.34081 3.64414 1.36241
C 3.71787 4.33545 0.26074
O 2.16808 1.77671 2.64932
C 1.85995 0.38790 2.57014
H 1.62835 4.08271 3.71642
H 0.19272 5.06056 3.20536
H 1.73665 5.50771 2.63108
H 2.95628 4.41985 -0.51447
H 4.70736 4.03265 -0.08180
H 3.89507 5.30695 0.72212
H 1.02462 0.18768 3.24114
H 2.70143 -0.23580 2.87182
H 1.53315 0.05195 1.58604
C 4.56216 0.27382 -0.58442
O 3.68203 0.47397 -1.72343
C 3.91398 -0.62391 -2.71441
C 3.02579 -0.39099 -3.97699
O 1.74003 -0.26166 -3.52670
C 0.77213 -0.06200 -4.58974
H 4.04780 0.78780 0.22760
H 5.58672 0.56235 -0.81921
H 4.70346 -0.74526 -0.22440
H 3.77459 -1.60402 -2.25828
H 4.98174 -0.59219 -2.93115
H 3.04044 -1.22585 -4.67763
H 3.45666 0.40642 -4.58247
H -0.25225 -0.19356 -4.24126
H 0.93641 -0.70481 -5.45455
H 0.93520 0.84908 -5.16546
C -4.95669 -3.52769 0.58040
O -4.30434 -3.57273 -0.65607
C -4.53817 -2.39871 -1.36734
C -4.01130 -2.61112 -2.82884
O -2.59442 -2.95979 -2.85541
C -1.70367 -1.94965 -2.39077
H -5.98403 -3.19894 0.42352
H -4.55645 -2.79800 1.28430
H -5.06458 -4.53705 0.97744
H -3.99867 -1.54598 -0.95515
H -5.60277 -2.18718 -1.46724
H -4.25078 -1.72031 -3.40953
H -4.57180 -3.36347 -3.38374
H -0.66665 -2.18204 -2.63300
H -1.77371 -1.83450 -1.30914
H -1.84168 -0.97009 -2.84850
*
```

Summary:
Total energy   -65649.306 eV
LUMO level   -3.1743 eV
M   671.95 g mol⁻¹
HOMO energy   -9.7556 eV

Atomic charges from the Mulliken analysis, expressed in e, are listed below:
1 Cd 2.3874
2 F -0.5721
3 C -0.4002
4 C -0.5732
5 C 0.1197
6 C 0.0078
7 C -0.3537
8 C 0.4337
9 O -0.5421
10 O -0.5423
11 H 0.3918
12 H 0.3977
13 H 0.3613
14 H 0.1285
15 H 0.2763
16 H 0.0911
17 C -0.6456
18 C -0.3423
19 C -0.1625
20 C -0.2465
21 C -0.6585
22 C 0.6186
23 O -0.5526
24 O -0.4787
25 H 0.4336
26 H 0.3893
27 H 0.6568
28 H 0.3611
29 H 0.3139
30 H 0.2289
31 C -0.7670
32 O -0.1314
33 P -0.2421
34 O -0.0236
35 O -0.3414
36 C -0.7965
37 O -0.3944
38 C -0.3767
39 H 0.3503
40 H 0.2526
41 H 0.2514
42 H 0.3330
43 H 0.2675
44 H 0.3208
45 H 0.3789
46 H 0.3135
47 H -0.1113
48 C -0.5601
49 O -0.2874
50 C -0.7293
51 C -0.5390
52 O -0.0834
53 C -0.7709
54 H 0.0322
55 H 0.2823
56 H 0.3411
57 H 0.3894
58 H 0.5231
59 H 0.3643
60 H 0.4490
61 H 0.1568
62 H 0.3176
63 H 0.3552
64 C -0.7489
65 O -0.2869
66 C -0.3164
67 C -0.6537
68 O -0.4746
69 C -0.3184
70 H 0.3697
71 H 0.2225
72 H 0.2846
73 H 0.1696
74 H 0.4703
75 H 0.3426
76 H 0.3799
77 H 0.2899
78 H 0.0903
79 H 0.1281